Entry 1:
A molecular structure, C41H90F3N5O3S in a non-equilibrium geometry. Source: the OMol25 dataset; level of theory: ωB97M-V/def2-TZVPD.

Geometry as XYZ:
```
143
Properties=species:S:1:pos:R:3:mulliken_charge:R:1
C -11.342 10.515 16.098 -1.51
C -12.776 10.466 16.793 2.25
C -12.882 9.548 17.975 -2.11
N -13.849 10.054 19.061 0.82
C -15.072 10.648 18.502 -0.95
C -14.176 8.841 20.000 -0.53
C -13.815 9.223 21.470 -0.76
C -13.683 10.754 21.315 -0.73
C -13.107 11.087 19.967 -0.25
H -10.702 11.262 16.567 0.63
H -11.425 10.821 15.055 -0.47
H -11.004 9.483 16.201 0.79
H -13.485 9.973 16.127 -1.30
H -13.009 11.467 17.155 0.88
H -11.958 9.550 18.553 0.53
H -13.045 8.478 17.848 0.21
H -14.885 11.561 17.938 -0.10
H -15.761 10.814 19.330 0.82
H -15.530 9.934 17.817 -0.67
H -15.254 8.682 20.005 0.26
H -13.746 7.886 19.698 0.48
H -14.449 8.851 22.275 0.40
H -12.873 8.686 21.578 0.31
H -14.694 11.120 21.498 0.32
H -13.034 11.151 22.096 0.47
H -13.452 12.078 19.670 0.14
H -12.035 11.149 19.779 0.53
C -8.312 14.990 16.709 -1.54
C -9.292 13.987 16.122 -0.59
C -10.042 14.253 14.789 -0.93
N -11.425 13.652 14.565 1.35
C -11.606 12.220 15.073 -2.66
C -11.846 13.625 13.075 -0.55
C -12.250 15.042 12.807 -0.42
C -13.046 15.366 14.077 0.43
C -12.458 14.603 15.266 0.37
H -8.040 14.710 17.727 0.41
H -8.890 15.912 16.779 0.39
H -7.366 15.116 16.183 0.36
H -10.024 13.931 16.927 0.25
H -8.878 12.979 16.121 0.39
H -9.327 13.862 14.066 0.58
H -10.083 15.313 14.537 0.57
H -12.595 11.850 14.803 -1.65
H -11.624 12.156 16.161 1.70
H -10.887 11.620 14.516 0.71
H -12.742 13.026 12.916 -0.30
H -11.035 13.188 12.492 0.99
H -12.813 15.154 11.880 0.53
H -11.314 15.558 12.592 0.60
H -14.098 15.127 13.920 -0.70
H -13.071 16.412 14.382 0.66
H -13.165 13.933 15.755 -0.81
H -11.923 15.214 15.993 0.91
C -12.749 7.512 14.444 -0.93
C -12.538 8.890 13.797 0.57
C -12.280 8.842 12.298 -1.60
N -12.455 10.244 11.634 0.67
C -11.533 11.274 12.256 -0.93
C -13.929 10.777 11.753 1.39
C -14.210 11.587 10.551 -0.72
C -13.084 11.247 9.557 -0.90
C -12.281 10.131 10.138 -0.45
H -13.543 6.960 13.941 0.49
H -13.073 7.699 15.468 0.07
H -11.963 6.760 14.377 0.40
H -11.715 9.405 14.293 1.16
H -13.450 9.419 14.073 0.13
H -13.004 8.167 11.843 0.45
H -11.318 8.480 11.936 0.38
H -10.547 10.818 12.176 0.31
H -11.849 11.326 13.298 0.88
H -11.540 12.240 11.750 0.64
H -13.949 11.292 12.713 -1.12
H -14.604 9.927 11.852 -0.71
H -14.289 12.671 10.639 -1.41
H -15.197 11.287 10.199 0.54
H -12.432 12.088 9.322 0.46
H -13.458 10.840 8.617 0.42
H -11.245 10.206 9.807 0.33
H -12.709 9.146 9.954 0.53
C -17.422 8.696 16.985 -1.09
C -16.693 8.990 15.632 0.68
C -17.363 8.164 14.480 -1.34
N -16.637 8.213 13.137 0.33
C -15.113 8.052 13.227 -0.26
C -17.217 7.077 12.266 -0.60
C -16.999 7.403 10.771 -0.94
C -17.039 8.909 10.736 -0.89
C -16.963 9.431 12.246 -0.35
H -18.461 9.022 17.017 0.46
H -16.852 9.249 17.733 0.36
H -17.422 7.676 17.369 0.42
H -15.650 8.680 15.697 -0.01
H -16.518 10.053 15.463 0.31
H -18.403 8.468 14.354 0.55
H -17.267 7.114 14.755 0.46
H -14.673 8.046 12.230 0.46
H -14.970 7.094 13.727 0.33
H -14.644 8.818 13.845 -1.02
H -16.901 6.110 12.656 0.48
H -18.305 7.078 12.331 0.56
H -15.992 7.042 10.561 0.23
H -17.631 6.892 10.043 0.49
H -16.337 9.314 10.007 0.16
H -18.059 9.125 10.417 0.67
H -16.251 10.244 12.388 -0.25
H -17.902 9.776 12.679 1.24
C -14.060 15.151 11.095 -1.42
C -15.551 15.158 11.725 -0.89
C -16.225 13.740 11.707 -0.73
N -17.618 13.683 12.439 0.31
C -18.678 14.647 11.948 -0.93
C -17.511 13.926 13.983 -0.08
C -18.097 12.709 14.682 0.42
C -18.934 12.019 13.667 -1.14
C -18.196 12.255 12.312 0.05
H -13.613 16.121 10.879 0.40
H -13.905 14.599 10.168 0.52
H -13.294 14.812 11.793 -1.11
H -16.092 16.048 11.401 0.63
H -15.410 15.338 12.790 0.40
H -15.631 13.007 12.252 -0.04
H -16.309 13.444 10.661 0.79
H -18.553 15.707 12.169 0.38
H -19.673 14.468 12.356 0.43
H -18.742 14.432 10.881 0.38
H -18.155 14.761 14.260 0.69
H -16.442 13.986 14.189 -0.13
H -18.575 12.948 15.632 0.63
H -17.231 12.089 14.914 -0.50
H -19.901 12.521 13.623 0.38
H -18.991 10.971 13.959 0.69
H -18.762 12.089 11.395 0.61
H -17.352 11.569 12.245 -1.28
C -15.201 12.227 15.988 0.00
F -15.765 11.122 16.379 0.12
F -16.103 13.210 15.962 -0.28
F -14.175 12.452 16.786 -0.67
S -14.665 11.819 14.148 0.46
O -13.533 10.890 14.242 -0.15
O -15.720 11.179 13.383 1.31
O -14.250 13.130 13.577 -0.24
```

The value obtained for the orbital gap is 9.299 eV. Its charge is +4. The calculation puts the energy above the lowest of the compared OMol25 structures with the same formula, charge and spin at 27.260 eV.

Entry 2:
4 unconnected molecules or ions with the total composition C41H92Br2ClN4O6PS in a non-equilibrium geometry. Source: the OMol25 dataset; level of theory: ωB97M-V/def2-TZVPD.

Geometry as XYZ:
```
148
Properties=species:S:1:pos:R:3:mulliken_charge:R:1
C 4.472 -1.485 4.406 -0.91
C 3.984 -0.108 3.667 -0.31
C 2.625 -0.306 2.711 0.30
Cl 2.962 -1.795 1.664 -0.15
C 2.428 1.100 1.917 -0.73
N 2.080 2.158 2.985 0.31
C 3.170 3.201 3.099 -0.66
C 2.630 4.292 4.245 -0.70
C 1.242 5.041 3.731 -0.15
C 0.001 4.946 4.814 -0.72
S -1.672 5.442 4.039 1.06
O -1.486 6.477 2.868 -0.59
O -2.403 4.195 3.417 -0.54
O -2.712 6.124 5.241 -0.51
C 1.261 1.178 0.794 -0.10
Br 1.502 2.998 -0.104 -0.11
C -0.283 1.215 1.362 -0.33
C -0.737 -0.064 2.264 0.51
C -1.066 0.515 3.782 0.50
C -1.123 -0.739 4.841 -0.74
C -2.652 -1.394 4.687 -0.32
C -2.732 -2.630 3.619 -0.57
C -3.837 -2.464 2.423 -0.39
C -5.247 -1.755 2.858 -0.82
C -5.367 -0.157 2.521 -0.46
C -4.837 0.291 1.036 0.61
C -5.905 1.326 0.348 -0.62
C -5.148 2.035 -0.957 -0.17
O -5.147 1.094 -2.088 -0.30
C -3.846 0.422 -2.256 -0.46
O 1.296 0.197 -0.286 -0.37
C 2.502 0.248 -1.108 -0.29
P 2.176 0.822 -2.942 0.35
O 2.681 -0.455 -4.038 -0.45
Br 3.594 2.593 -3.407 -0.28
H 3.655 -1.872 5.164 0.25
H 4.880 -2.322 3.681 0.20
H 5.409 -1.183 5.083 0.30
H 3.841 0.736 4.481 0.10
H 4.861 0.222 2.933 0.27
H 1.735 -0.511 3.477 -0.09
H 3.451 1.462 1.450 0.64
H 1.865 1.707 3.901 0.30
H 4.157 2.707 3.515 0.26
H 3.425 3.750 2.095 0.25
H 3.472 5.060 4.548 0.36
H 2.307 3.650 5.198 0.25
H 1.468 6.176 3.551 0.44
H 0.857 4.485 2.753 0.06
H 0.162 5.656 5.740 0.41
H -0.154 3.861 5.250 0.24
H -3.533 5.515 5.258 0.37
H -0.981 1.211 0.393 0.03
H -0.474 2.246 1.887 0.18
H -0.030 -0.991 2.244 0.37
H -1.791 -0.432 1.841 -0.80
H -0.293 1.368 4.100 -0.62
H -2.104 1.092 3.667 0.27
H -0.289 -1.510 4.510 0.22
H -0.953 -0.289 5.913 0.37
H -2.902 -1.849 5.753 0.32
H -3.363 -0.491 4.473 0.05
H -2.927 -3.634 4.188 0.40
H -1.673 -2.727 3.090 0.14
H -4.119 -3.572 2.079 0.32
H -3.292 -1.979 1.507 0.12
H -5.458 -1.944 4.003 0.26
H -6.113 -2.304 2.272 0.34
H -4.868 0.560 3.299 0.22
H -6.533 0.100 2.547 0.37
H -4.694 -0.631 0.315 -0.04
H -3.779 0.812 1.202 -0.42
H -6.805 0.680 -0.048 0.28
H -6.262 2.121 1.146 0.32
H -5.843 2.941 -1.273 0.08
H -4.101 2.485 -0.683 0.26
H -3.497 0.397 -3.389 0.20
H -3.960 -0.712 -1.926 0.21
H -2.967 0.886 -1.636 0.12
H 2.874 -0.881 -1.229 0.32
H 3.408 0.837 -0.668 0.28
H 3.617 -0.724 -3.744 0.33
C -7.260 2.104 -4.618 -1.15
C -7.375 3.287 -5.575 -0.26
N -8.577 4.104 -5.385 0.05
C -8.782 5.084 -6.459 -0.69
C -7.745 6.194 -6.611 -0.94
C -8.802 4.619 -4.031 -0.68
C -7.720 5.507 -3.426 -0.94
H -8.126 1.440 -4.702 0.32
H -6.364 1.522 -4.858 0.40
H -7.164 2.426 -3.577 0.04
H -7.390 2.872 -6.591 0.40
H -6.462 3.889 -5.495 0.23
H -9.773 5.542 -6.347 0.35
H -8.834 4.537 -7.409 0.40
H -7.869 6.967 -5.850 0.22
H -7.871 6.685 -7.581 0.39
H -6.719 5.820 -6.568 0.27
H -8.961 3.767 -3.363 0.38
H -9.758 5.158 -4.000 0.34
H -6.710 5.139 -3.627 0.23
H -7.842 5.548 -2.339 0.36
H -7.795 6.534 -3.790 0.30
C 7.855 -4.326 1.549 -1.29
C 8.874 -3.533 2.363 -0.38
N 8.597 -3.490 3.802 0.20
C 9.448 -2.535 4.522 -0.67
C 10.947 -2.816 4.563 -1.01
C 8.424 -4.785 4.466 -0.75
C 9.586 -5.771 4.400 -0.98
H 6.846 -3.925 1.677 0.21
H 8.108 -4.268 0.485 0.42
H 7.849 -5.386 1.820 0.31
H 8.862 -2.508 1.972 0.42
H 9.873 -3.937 2.157 0.24
H 9.082 -2.429 5.551 0.34
H 9.301 -1.545 4.071 0.40
H 11.190 -3.606 5.277 0.23
H 11.481 -1.919 4.895 0.40
H 11.352 -3.090 3.585 0.27
H 7.538 -5.270 4.047 0.38
H 8.160 -4.622 5.519 0.38
H 10.051 -5.809 3.412 0.24
H 9.226 -6.780 4.630 0.37
H 10.354 -5.535 5.138 0.28
C 0.224 -1.886 -5.473 -1.18
C 0.771 -3.307 -5.365 -0.31
N 0.338 -4.204 -6.441 0.10
C 0.680 -5.609 -6.189 -0.65
C 2.160 -5.978 -6.134 -0.93
C 0.593 -3.744 -7.809 -0.70
C 2.040 -3.461 -8.199 -0.89
H -0.870 -1.882 -5.484 0.37
H 0.554 -1.298 -4.610 0.17
H 0.587 -1.373 -6.368 0.28
H 0.418 -3.710 -4.408 0.42
H 1.865 -3.254 -5.301 0.18
H 0.189 -6.241 -6.939 0.34
H 0.224 -5.902 -5.234 0.38
H 2.601 -6.025 -7.132 0.22
H 2.276 -6.973 -5.693 0.39
H 2.745 -5.284 -5.525 0.25
H 0.007 -2.835 -7.979 0.36
H 0.171 -4.465 -8.521 0.36
H 2.593 -2.935 -7.417 0.20
H 2.063 -2.831 -9.095 0.36
H 2.575 -4.380 -8.447 0.28
```

The value obtained for the orbital gap is 7.793 eV. Its charge is 0. The SMILES is CC[C@H](Cl)[C@H](NCCCCS(=O)(=O)O)[C@](Br)(CCCCCCCCCCCCOC)OCP(O)Br.CCN(CC)CC.CCN(CC)CC.CCN(CC)CC.

Entry 3:
11 unconnected molecules or ions with the total composition C41H98O25 in a non-equilibrium geometry. Source: the OMol25 dataset; level of theory: ωB97M-V/def2-TZVPD.

Geometry as XYZ:
```
164
Properties=species:S:1:pos:R:3:mulliken_charge:R:1
C 5.006 2.712 1.548 -0.51
O 4.209 1.504 1.573 0.48
C 4.484 0.773 2.685 0.31
O 5.308 0.974 3.498 -0.57
O 3.715 -0.366 2.612 -0.12
C 3.789 -1.079 3.773 -0.85
H 4.331 3.560 1.469 0.03
H 5.588 2.698 0.623 -0.10
H 5.711 2.782 2.359 0.58
H 3.232 -0.605 4.584 0.29
H 4.796 -1.264 4.069 0.39
H 3.320 -2.085 3.588 0.12
C -4.566 0.760 -3.166 -0.32
O -5.024 2.085 -3.027 -0.41
C -4.313 2.890 -2.208 0.67
O -3.275 2.572 -1.606 -0.28
O -4.964 4.079 -2.098 -0.40
C -4.584 4.884 -0.993 -0.36
H -4.435 0.357 -2.170 0.01
H -3.630 0.798 -3.725 0.28
H -5.379 0.186 -3.621 0.28
H -5.067 4.490 -0.089 0.23
H -4.818 5.899 -1.263 0.28
H -3.517 4.859 -0.865 0.04
C 0.215 -2.028 -3.814 0.40
O 0.759 -2.583 -5.039 -0.30
C 0.265 -3.741 -5.427 0.72
O -0.655 -4.279 -4.875 -0.52
O 0.934 -4.099 -6.513 -0.37
C 0.459 -5.348 -7.021 -0.66
H -0.747 -1.440 -3.993 0.21
H 1.025 -1.395 -3.411 -0.27
H -0.033 -2.807 -3.077 -0.17
H -0.580 -5.301 -7.299 0.29
H 0.711 -6.087 -6.243 0.30
H 1.038 -5.528 -7.931 0.23
C -0.445 -2.161 5.478 -0.92
O -0.448 -1.814 4.076 -0.18
C 0.120 -0.611 3.729 0.10
C -0.916 0.564 3.921 0.45
O -1.074 0.975 5.247 -0.52
C -2.011 2.012 5.390 -0.48
H -0.687 -3.234 5.564 0.26
H -1.175 -1.519 6.035 0.24
H 0.569 -2.097 5.827 0.36
H 0.559 -0.659 2.738 0.02
H 0.963 -0.332 4.363 0.05
H -1.866 0.167 3.561 0.40
H -0.687 1.436 3.233 -0.29
H -1.911 2.514 6.362 0.31
H -2.992 1.605 5.118 0.17
H -1.754 2.743 4.597 0.12
C 1.549 1.111 -4.485 -1.18
O 1.004 1.810 -3.387 0.55
C 0.503 3.049 -3.834 -1.83
C 0.077 3.968 -2.679 2.29
O 0.278 5.347 -3.055 -0.47
C -0.623 6.208 -2.433 -0.59
H 2.064 0.243 -4.099 0.28
H 2.264 1.753 -5.047 0.40
H 0.839 0.786 -5.242 0.36
H -0.224 2.979 -4.607 0.42
H 1.271 3.601 -4.306 0.72
H 0.735 3.826 -1.817 -1.18
H -0.966 3.683 -2.424 -0.42
H -0.186 7.232 -2.526 0.25
H -0.796 5.987 -1.360 0.16
H -1.592 6.166 -2.947 0.34
C -6.269 3.699 5.288 -0.87
O -5.570 2.758 4.527 -0.13
C -6.445 1.998 3.774 -0.62
C -5.678 0.793 3.070 -0.55
O -4.927 1.307 1.988 -0.19
C -4.214 0.263 1.349 -0.04
H -6.897 4.333 4.654 0.33
H -5.552 4.347 5.814 0.22
H -6.939 3.293 6.028 0.36
H -6.854 2.612 2.928 0.29
H -7.291 1.585 4.365 0.40
H -6.473 0.152 2.731 0.34
H -4.960 0.285 3.729 0.32
H -4.970 -0.421 0.862 0.38
H -3.591 -0.218 2.097 0.20
H -3.499 0.674 0.670 -0.30
C 4.302 2.032 -2.127 -0.41
O 5.703 2.260 -1.845 -0.02
C 6.623 1.657 -2.839 -0.68
C 8.015 1.819 -2.364 -0.47
O 8.611 3.017 -2.768 -0.41
C 7.860 4.156 -2.389 -0.57
H 4.056 0.955 -2.195 0.32
H 3.912 2.570 -2.992 0.31
H 3.808 2.514 -1.257 -0.39
H 6.532 2.228 -3.767 0.42
H 6.395 0.602 -3.039 0.41
H 8.715 1.026 -2.744 0.31
H 8.030 1.755 -1.259 0.26
H 6.856 4.269 -2.814 0.19
H 8.451 5.068 -2.639 0.32
H 7.859 4.253 -1.309 0.24
C -4.634 -5.344 -0.324 -0.92
O -3.255 -5.539 -0.508 -0.14
C -2.970 -5.864 -1.839 -0.76
C -1.544 -6.385 -1.935 0.64
O -1.283 -7.696 -1.559 -0.50
C -0.858 -7.855 -0.216 -0.58
H -5.146 -6.316 -0.388 0.32
H -5.013 -4.628 -1.060 0.31
H -4.839 -5.012 0.705 0.25
H -3.106 -4.991 -2.458 0.42
H -3.640 -6.654 -2.165 0.52
H -0.918 -5.647 -1.400 -0.56
H -1.240 -6.226 -2.988 0.24
H -1.671 -7.695 0.488 0.17
H -0.015 -7.189 -0.010 0.29
H -0.518 -8.874 -0.124 0.37
C -1.918 -1.886 -0.483 0.13
O -1.151 -1.180 -1.494 0.14
C -1.185 0.231 -1.420 1.43
C -0.738 0.824 -0.073 0.37
O 0.340 0.089 0.528 1.19
C 1.555 0.159 -0.275 -0.11
H -1.462 -1.703 0.465 -0.27
H -1.958 -2.940 -0.660 -0.04
H -2.973 -1.497 -0.483 -0.08
H -2.203 0.625 -1.620 -0.43
H -0.456 0.529 -2.195 -0.77
H -1.576 0.846 0.620 -0.68
H -0.472 1.879 -0.213 -0.58
H 1.683 1.187 -0.612 -0.50
H 1.409 -0.475 -1.172 -0.57
H 2.448 -0.153 0.276 0.41
C 1.566 -3.921 -0.868 -0.81
O 0.669 -4.613 -0.030 -0.13
C 0.482 -4.071 1.257 0.80
C -0.155 -5.106 2.095 -0.21
O 0.747 -6.167 2.166 -0.37
C 0.320 -7.334 2.846 -0.77
H 1.263 -2.815 -0.974 0.17
H 1.526 -4.320 -1.874 0.28
H 2.592 -3.967 -0.501 0.37
H -0.028 -3.095 1.132 -0.65
H 1.499 -3.899 1.710 0.13
H -1.101 -5.410 1.635 0.19
H -0.371 -4.636 3.078 0.21
H -0.511 -7.826 2.333 0.27
H -0.032 -7.146 3.856 0.32
H 1.166 -8.024 3.023 0.24
C 2.234 2.723 3.825 -0.42
O 2.051 3.683 2.776 -0.51
C 0.931 3.491 1.952 0.90
C 0.936 4.431 0.819 -0.93
O 2.165 4.179 0.062 0.43
C 2.657 5.302 -0.593 -0.87
H 2.142 1.700 3.473 -0.21
H 1.567 2.792 4.690 0.36
H 3.261 2.928 4.143 0.36
H 0.043 3.648 2.557 0.43
H 0.995 2.494 1.572 -0.64
H 0.884 5.497 1.165 0.64
H 0.109 4.289 0.129 -0.12
H 2.460 6.197 0.069 0.44
H 2.164 5.396 -1.566 0.21
H 3.732 5.176 -0.784 0.08
```

The value obtained for the orbital gap is 9.527 eV. Its charge is 0. The SMILES is COC(=O)OC.COC(=O)OC.COC(=O)OC.COCCOC.COCCOC.COCCOC.COCCOC.COCCOC.COCCOC.COCCOC.COCCOC.